{
  "formula": "H26O13Xe",
  "method": "ωB97M-V/def2-TZVPD",
  "e_above_lowest_kcal_mol": 26.8,
  "total_energy_ha": -1323.06770,
  "gap_ev": 9.0,
  "lumo_ev": -0.83,
  "homo_ha": -0.36203,
  "species": ["Xe", "O", "H", "H", "O", "H", "H", "O", "H", "H", "O", "H", "H", "O", "H", "H", "O", "H", "H", "O", "H", "H", "O", "H", "H", "O", "H", "H", "O", "H", "H", "O", "H", "H", "O", "H", "H", "O", "H", "H"],
  "coordinates": [[0.542, -0.153, -0.033], [2.097, 2.834, -2.740], [1.886, 1.911, -2.879], [2.778, 2.826, -2.068], [1.206, 3.156, 1.999], [1.823, 3.881, 2.100], [1.752, 2.370, 2.037], [-2.689, -1.866, 2.185], [-1.978, -2.291, 1.706], [-2.925, -1.112, 1.644], [-0.471, 3.244, -0.134], [0.112, 3.104, 0.612], [-0.085, 3.981, -0.607], [-3.522, 0.477, 0.670], [-4.386, 0.877, 0.579], [-3.360, 0.060, -0.176], [-0.619, -2.242, -4.000], [0.328, -2.380, -3.961], [-0.904, -2.278, -3.087], [-2.490, 2.706, 1.782], [-2.985, 1.972, 1.417], [-1.676, 2.720, 1.279], [-0.593, -3.466, 0.510], [0.357, -3.566, 0.562], [-0.922, -4.357, 0.391], [-2.258, 2.426, -2.316], [-2.758, 3.189, -2.027], [-1.717, 2.194, -1.561], [4.334, -0.920, 0.262], [5.016, -1.066, 0.917], [3.833, -1.735, 0.251], [2.871, 0.873, 2.039], [3.145, 0.283, 1.337], [2.709, 0.297, 2.787], [2.519, -3.149, 0.671], [3.031, -3.755, 0.135], [2.494, -3.557, 1.537], [-2.106, -2.190, -1.508], [-2.883, -2.746, -1.455], [-1.506, -2.554, -0.857]]
}

---

{
  "formula": "C5H7N",
  "method": "ωB97M-V/def2-TZVPD",
  "e_above_lowest_kcal_mol": 112.3,
  "total_energy_ha": -249.29430,
  "gap_ev": 9.1,
  "lumo_ev": 0.99,
  "homo_ha": -0.29880,
  "species": ["C", "C", "C", "C", "C", "N", "H", "H", "H", "H", "H", "H", "H"],
  "coordinates": [[0.827, 0.653, 0.036], [-1.276, 0.365, 0.075], [1.918, 1.357, 0.054], [0.588, -0.774, -0.242], [-0.828, -1.012, 0.193], [-2.274, 1.059, -0.122], [2.811, 0.707, 0.232], [2.125, 2.462, -0.081], [0.465, -0.871, -1.342], [1.296, -1.332, 0.414], [-1.043, -1.532, 1.179], [-1.430, -1.768, -0.404], [-3.177, 0.685, 0.007]]
}